1.
Here is a molecular structure, C18H26F6I2O9S2 from the OMol25 dataset. Energies are from wB97M-V/def2-TZVPD.

Properties
2S+1   1
Max |F|   0.54 eV/A
Net charge   0
Calculated total energy   -3369.64782 a.u.

```
63
Properties=species:S:1:pos:R:3:lowdin_charge:R:1
C -2.497 -2.613 -3.439 -0.150
C -1.926 -1.845 -4.649 -0.782
I -2.204 -3.101 -6.390 0.799
C -0.441 -1.492 -4.442 -0.716
I 0.576 -0.925 -6.236 0.944
C -0.291 -0.273 -3.497 -0.388
O -1.379 -0.214 -2.548 0.002
C -0.956 -0.534 -1.292 -0.509
O -1.665 -0.441 -0.343 0.154
C 0.470 -1.010 -1.394 -0.070
C 0.975 -0.222 -2.602 -0.670
S 1.114 1.550 -2.120 0.884
C 2.333 -0.674 -3.154 -0.222
C 2.578 -2.173 -3.335 -0.238
C 4.073 -2.441 -3.497 -0.221
S 4.464 -4.173 -3.404 0.586
O 5.696 -4.387 -4.077 -0.258
O 3.303 -4.947 -3.722 -0.276
O 4.734 -4.362 -1.841 -0.149
H -3.378 -2.109 -3.048 0.090
H -2.785 -3.626 -3.701 0.034
H -1.765 -2.690 -2.636 0.069
H -2.504 -0.953 -4.867 0.075
H 0.051 -2.377 -4.042 0.076
H -0.384 0.635 -4.093 0.105
H 1.041 -0.960 -0.472 0.131
H 0.391 -2.065 -1.690 0.128
H 1.762 1.300 -0.975 -0.121
H 3.075 -0.300 -2.445 0.107
H 2.522 -0.151 -4.092 0.081
H 2.175 -2.754 -2.504 0.110
H 2.089 -2.544 -4.235 0.065
H 4.404 -2.158 -4.495 0.117
H 4.666 -1.929 -2.743 0.114
H 3.978 -4.840 -1.470 0.097
C -0.002 0.920 3.194 -0.046
C 1.199 1.597 2.575 -0.178
O 2.417 1.257 3.279 0.044
C 2.992 0.129 2.907 -0.402
O 2.645 -0.617 2.037 0.152
C 4.280 -0.103 3.734 -0.550
F 4.086 0.147 5.030 0.172
F 5.247 0.713 3.289 0.165
F 4.696 -1.357 3.602 0.174
H -0.069 1.174 4.249 0.068
H -0.913 1.239 2.688 0.089
H 0.075 -0.164 3.106 0.086
H 1.122 2.680 2.648 0.128
H 1.317 1.331 1.525 0.101
C -6.606 4.009 4.566 -0.059
C -5.379 4.685 4.002 -0.188
O -4.212 4.408 4.815 0.034
C -3.606 3.257 4.585 -0.405
O -3.902 2.420 3.785 0.170
C -2.360 3.128 5.493 -0.547
F -2.612 3.509 6.746 0.174
F -1.373 3.900 5.010 0.161
F -1.932 1.870 5.508 0.162
H -6.766 4.309 5.602 0.084
H -7.481 4.292 3.982 0.084
H -6.506 2.925 4.532 0.080
H -5.472 5.768 4.022 0.125
H -5.178 4.370 2.979 0.125
```

---

2.
Here is 6 unconnected molecules or ions with the total composition C6H26NO5 from the OMol25 dataset. Energies are from wB97M-V/def2-TZVPD.

Properties
<S²>   0.753
2S+1   2
Max |F|   3.23 eV/A
Net charge   +2
Calculated total energy   -674.44549 a.u.

```
38
Properties=species:S:1:pos:R:3:mulliken_spin:R:1
C -2.011 -0.665 -0.949 0.068
C -1.630 -2.053 -0.514 0.065
C -0.355 -2.123 0.320 0.099
C 0.836 -2.704 -0.431 0.114
C 1.313 -1.801 -1.605 0.051
C 1.598 -0.393 -1.207 0.026
N 2.722 -0.297 -0.176 0.000
H -1.277 -0.202 -1.645 0.081
H -2.986 -0.672 -1.485 0.011
H -2.080 0.020 -0.054 0.026
H -1.581 -2.729 -1.356 0.023
H -2.481 -2.423 0.129 0.214
H -0.136 -1.122 0.779 0.037
H -0.544 -2.747 1.248 0.128
H 1.612 -2.907 0.278 0.006
H 0.597 -3.706 -0.852 0.015
H 2.198 -2.310 -2.090 0.019
H 0.521 -1.842 -2.400 0.002
H 0.679 0.095 -0.763 -0.018
H 1.884 0.265 -2.110 0.004
H 2.526 0.462 0.528 0.000
H 2.767 -1.143 0.373 -0.001
H 3.631 -0.128 -0.588 0.000
H -2.123 1.986 1.308 0.000
H -2.380 3.436 0.758 0.000
O -1.760 2.660 0.733 0.001
H -0.750 2.216 -0.648 0.001
H -0.273 2.585 -2.105 -0.001
O -0.012 2.185 -1.266 0.027
H 1.609 2.036 1.582 0.000
H 2.703 1.529 2.526 0.000
O 2.131 1.242 1.848 0.000
H -2.185 0.264 2.913 0.000
H -3.579 0.374 2.233 0.000
O -2.793 0.845 2.398 0.001
H -0.115 3.173 1.171 0.000
H 0.923 3.280 0.074 -0.001
O 0.803 3.315 1.047 0.003
```

---

3.
Here is a single C4H5NO molecule from the OMol25 dataset. Energies are from wB97M-V/def2-TZVPD.

Properties
Energy above the lowest of the compared OMol25 structures with the same formula, charge and spin   1.705 eV
2S+1   1
Max |F|   0.87 eV/A
SMILES string   Cc1cnoc1
Net charge   0
Calculated total energy   -285.35193 a.u.

```
11
Properties=species:S:1:pos:R:3:lowdin_charge:R:1
C -0.012 0.786 1.274 -0.052
C -0.058 -0.080 0.060 -0.265
C -0.420 -1.409 -0.310 -0.095
N -0.237 -1.616 -1.591 0.059
O 0.264 -0.436 -2.106 -0.034
C 0.376 0.438 -1.102 -0.108
H -0.947 1.326 1.439 0.080
H 0.251 0.244 2.182 0.078
H 0.738 1.559 1.050 0.079
H -0.771 -2.238 0.297 0.119
H 0.816 1.426 -1.192 0.139
```

---

4.
Here is 2 unconnected molecules or ions with the total composition C5H13N3 from the OMol25 dataset. Energies are from wB97M-V/def2-TZVPD.

Properties
Energy above the lowest of the compared OMol25 structures with the same formula, charge and spin   1.701 eV
2S+1   1
Max |F|   0.62 eV/A
SMILES string   C/N=C\N.C=CCN
Net charge   0
Calculated total energy   -362.51975 a.u.

```
21
Properties=species:S:1:pos:R:3:lowdin_charge:R:1
C 2.240 -0.500 -0.993 -0.155
N 2.023 -1.006 0.344 -0.042
C 2.230 -0.262 1.348 -0.321
N 2.498 1.089 1.358 0.085
H 1.509 -0.938 -1.677 0.060
H 3.200 -0.884 -1.346 0.078
H 2.212 0.586 -1.137 0.056
H 2.274 -0.795 2.293 0.110
H 2.212 1.585 0.532 0.065
H 2.302 1.628 2.185 0.082
C -1.459 -1.261 0.933 0.003
C -1.715 -0.779 -0.277 -0.196
C -2.769 0.275 -0.515 -0.299
N -2.115 1.524 -0.959 -0.011
H -0.621 -1.891 1.188 0.043
H -2.155 -0.998 1.723 0.055
H -1.158 -1.065 -1.166 0.091
H -3.504 -0.082 -1.242 0.103
H -3.240 0.466 0.450 0.095
H -2.710 2.010 -1.617 0.056
H -1.253 1.298 -1.424 0.041
```